Record 1
This record from the Open Molecules 2025 dataset describes 2 unconnected molecules or ions with the total composition C2H3NO. The level of theory is the ωB97M-V functional and the def2-TZVPD basis.

Element x y z (Å)
C1 -1.170 -0.962 0.722
C2 1.182 0.534 -0.043
N1 -1.848 -0.401 -0.061
O1 0.471 1.018 -0.972
H1 -0.513 -1.489 1.360
H2 2.230 0.905 -0.064
H3 -0.353 0.395 -0.941

- LUMO: 0.8 eV
- Net charge: 0
- E_HOMO: -8.51 eV
- Energy relative to the best compared isomer or geometry (same formula, charge and spin): 3.693 eV
- E_tot: -207.861934 a.u.

These are the Mulliken partial charges, in e, on atoms 1 to 6: 0.1896 -0.3471 -0.5262 -0.3034 0.3426 0.1472


Record 2
This record from the Open Molecules 2025 dataset describes a molecular structure, C2H3NO3S. The level of theory is the ωB97M-V functional and the def2-TZVPD basis.

Element x y z (Å)
C1 0.877 -1.125 -0.375
C2 0.694 0.784 0.679
N1 1.270 -0.444 0.544
O1 -1.933 0.486 1.227
O2 -1.117 1.537 -0.942
O3 -0.217 -0.837 -1.071
S1 -0.988 0.723 0.193
H1 1.163 -2.302 -0.501
H2 0.564 1.000 1.697
H3 -0.312 0.178 -1.452

- LUMO (alpha / beta): -0.9 / -0.9 eV
- Net charge: 0
- E_HOMO (alpha / beta): -8.80 / -8.80 eV
- Energy relative to the best compared isomer or geometry (same formula, charge and spin): 5.584 eV
- E_tot: -756.470930 a.u.

These are the Mulliken partial charges, in e, on atoms 1 to 6: 0.2075 -0.3334 -0.3460 -0.5023 -0.4789 -0.4699